1.
Below is a cluster of 2 separate species, C4H8FNO in total in a non-equilibrium geometry, with properties calculated with wB97M-V/def2-TZVPD.

```
15
C4H8FNO (wB97M-V/def2-TZVPD)
C -0.0134 -0.8104 1.5007
C 1.2624 -0.0213 1.4352
C -0.1602 0.8306 -0.1818
C -0.4192 0.0551 -2.6582
N -0.8255 -0.1277 0.5722
O 1.1034 0.9519 0.2907
F -0.8015 2.1313 -0.2224
H -0.0560 -1.8265 1.1729
H -0.4970 -0.6814 2.4905
H 1.5873 0.5841 2.4327
H 2.0533 -0.6803 1.0881
H 0.5958 -0.1836 -2.5345
H -0.7272 0.9782 -3.1581
H -1.3074 -0.6865 -2.6802
H -1.7948 -0.5134 0.4522
```

Values from the calculation:
E_tot = -10527.16620 eV
energy above the lowest of the compared OMol25 structures with the same formula, charge and spin = 183.2 kJ/mol
multiplicity = 3
HOMO-LUMO gap (spin up / spin down) = 0.2677 / 0.3388 Eh
<S²> = 2.006

Here are the Mulliken charges for atoms 1 to 5, given in e: -0.380, -0.255, 0.244, -0.892, -0.162

=====

2.
Below is a cluster of 2 separate species, C4H8FNO4 in total in a non-equilibrium geometry, with properties calculated with wB97M-V/def2-TZVPD.

```
18
C4H8FNO4 (wB97M-V/def2-TZVPD)
C 2.3842 -0.6887 -1.1537
C 1.3105 -0.0359 -0.1218
C -0.0038 -0.0872 -0.5359
F -0.6364 0.6896 -1.4733
N -0.7922 -0.9753 -0.1016
O -2.0551 -0.9720 -0.2617
O -0.3160 -1.8511 0.8216
H 2.5066 -1.7395 -0.8694
H 3.3721 -0.1881 -1.0515
H 1.8209 -0.4878 -2.0439
H 1.5269 1.0337 -0.1010
H 1.4292 -0.4895 0.8732
H -1.1180 -2.0461 1.3204
O -1.2155 0.9725 1.8967
C -1.6829 1.8307 1.1880
O -2.4130 1.5967 0.1359
H -1.7562 2.8694 1.4730
H -2.3613 0.5684 0.0050
```

Values from the calculation:
E_tot = -16671.24613 eV
SMILES string = CC/C(F)=[N+](/[O-])O.O=CO
energy above the lowest of the compared OMol25 structures with the same formula, charge and spin = 482.9 kJ/mol
HOMO-LUMO gap = 0.3710 Eh

Here are the Mulliken charges for atoms 1 to 5, given in e: -1.049, -0.531, 0.147, -0.285, 0.883